Below is a cluster of 12 separate species, C44H103N5O28S7 in total in a non-equilibrium geometry, with properties calculated with ωB97M-V/def2-TZVPD.

SMILES string = O=S1(=O)OCCO1.O=S1(=O)OCCO1.O=S1(=O)OCCO1.O=S1(=O)OCCO1.O=S1(=O)OCCO1.O=S1(=O)OCCO1.O=S1(=O)OCCO1.CCN(CC)CC.CCN(CC)CC.CCN(CC)CC.CCN(CC)CC.CCN(CC)CC
net charge = 0

CARTESIAN COORDINATES (ANGSTROEM)
O: -4.71148 -4.90269 -4.43695
S: -4.55194 -6.21439 -5.00950
O: -5.50547 -6.65077 -6.02854
O: -3.05875 -6.44852 -5.65676
C: -2.50570 -7.69630 -5.36046
C: -3.00703 -8.01120 -3.92107
O: -4.36878 -7.42567 -3.88502
H: -2.86983 -8.37509 -6.13168
H: -1.41610 -7.67163 -5.37662
H: -2.39870 -7.61626 -3.10740
H: -3.19677 -9.06374 -3.71070
O: 4.61056 6.89643 -6.82826
S: 3.22363 7.42444 -6.84796
O: 2.14319 6.56037 -7.30852
O: 2.96116 8.07267 -5.33488
C: 2.81966 9.49015 -5.31353
C: 3.57248 9.94040 -6.54756
O: 3.12958 8.97860 -7.47033
H: 1.77371 9.79477 -5.34940
H: 3.18819 9.95290 -4.39802
H: 4.65370 9.89777 -6.41623
H: 3.21785 10.90353 -6.91458
O: -0.86650 -7.09128 6.35276
S: -2.11577 -7.74661 5.99541
O: -3.37744 -6.99890 6.21653
O: -2.03807 -8.35736 4.47192
C: -2.70641 -9.60025 4.34428
C: -2.83159 -10.16337 5.69932
O: -2.15403 -9.29743 6.60182
H: -3.69499 -9.46766 3.90472
H: -2.21269 -10.30496 3.67515
H: -2.18476 -11.03536 5.79598
H: -3.79895 -10.37088 6.15677
O: 5.10988 -8.13000 2.70132
S: 5.48526 -9.51632 2.39310
O: 4.49912 -10.58934 2.56954
O: 6.08353 -9.63042 0.84145
C: 7.25016 -10.35175 0.69000
C: 7.93248 -9.97380 1.99868
O: 6.95486 -9.88667 3.00413
H: 6.97731 -11.40447 0.61632
H: 7.87047 -10.12114 -0.17610
H: 8.40019 -9.00337 1.83253
H: 8.58617 -10.77847 2.33528
O: -7.61185 7.28813 -8.88315
S: -6.88335 6.01113 -8.84829
O: -7.62661 4.71656 -8.81303
O: -5.81446 5.85814 -10.04074
C: -4.57396 6.46674 -9.77225
C: -4.54659 6.74371 -8.25269
O: -5.66638 6.06158 -7.72630
H: -3.75234 5.89024 -10.19733
H: -4.61289 7.38497 -10.35827
H: -4.59203 7.79815 -7.98032
H: -3.64863 6.33477 -7.78950
O: 8.73190 3.81668 2.03245
S: 8.00873 3.49611 3.25875
O: 8.52988 3.95373 4.58862
O: 6.47572 4.05337 3.06299
C: 5.66610 3.08921 2.45869
C: 6.52243 1.81665 2.22143
O: 7.46076 1.94549 3.27278
H: 4.79011 2.91774 3.08426
H: 5.30880 3.55075 1.53814
H: 7.01831 1.82468 1.25080
H: 5.96204 0.90729 2.43850
O: -8.24757 2.54339 5.12699
S: -7.84544 1.13204 5.02797
O: -8.55882 0.28820 4.11126
O: -6.24930 0.97954 4.63336
C: -5.49835 0.40521 5.67022
C: -6.41288 -0.04933 6.83961
O: -7.73342 0.45923 6.50292
H: -5.03370 -0.49626 5.27078
H: -4.63240 1.03845 5.86319
H: -6.11919 0.17888 7.86419
H: -6.62569 -1.11821 6.85692
C: 6.73922 2.76288 10.78090
C: 5.99276 1.40376 10.45441
N: 4.50889 1.45777 10.44425
C: 4.16411 2.10461 9.14723
C: 2.65032 2.17135 8.95550
C: 3.95023 2.04726 11.68465
C: 4.28625 1.20581 12.89404
H: 7.65952 2.73343 10.19756
H: 7.07999 2.72898 11.81571
H: 6.14842 3.63684 10.50657
H: 6.28584 0.99506 9.48737
H: 6.26969 0.61872 11.15806
H: 4.67702 3.06362 9.07432
H: 4.53340 1.51625 8.30726
H: 2.10944 1.23557 9.09649
H: 2.18705 2.90515 9.61506
H: 2.40543 2.40288 7.91891
H: 2.88702 2.28543 11.65370
H: 4.38248 3.03541 11.84218
H: 5.17893 1.56813 13.40388
H: 4.53360 0.14425 12.89390
H: 3.44269 1.23674 13.58364
C: 3.71555 -2.96451 -10.92758
C: 4.07580 -1.48280 -10.58730
N: 5.29252 -1.17957 -11.41574
C: 5.70570 0.17852 -11.47457
C: 4.71452 1.15278 -12.08420
C: 6.47239 -1.99130 -11.16361
C: 6.89975 -1.97645 -9.67185
H: 3.39300 -3.12392 -11.95648
H: 2.86264 -3.21711 -10.29763
H: 4.61617 -3.56506 -10.79980
H: 3.27879 -0.78657 -10.84830
H: 4.30766 -1.31439 -9.53565
H: 6.06350 0.51824 -10.50262
H: 6.60940 0.22595 -12.08217
H: 5.22293 2.01914 -12.50732
H: 4.00195 0.71567 -12.78369
H: 4.18445 1.53859 -11.21341
H: 7.28201 -1.62754 -11.79630
H: 6.43679 -2.99047 -11.59776
H: 7.94409 -2.27771 -9.58995
H: 6.25158 -2.65935 -9.12265
H: 6.83315 -0.97851 -9.23852
C: -12.67681 -6.55963 4.17443
C: -11.27660 -6.10080 3.66250
N: -10.77175 -6.54990 2.35382
C: -10.31943 -7.95667 2.43855
C: -10.00517 -8.59384 1.03887
C: -9.75322 -5.66244 1.80606
C: -8.42400 -5.45679 2.61649
H: -12.83297 -7.62984 4.03885
H: -13.55070 -6.09387 3.71893
H: -12.78467 -6.31174 5.23037
H: -11.41702 -5.02005 3.68167
H: -10.46489 -6.20808 4.38202
H: -9.43867 -8.01204 3.07832
H: -11.12631 -8.54943 2.86946
H: -10.83468 -8.51196 0.33651
H: -9.12301 -8.19635 0.53698
H: -9.85413 -9.63938 1.30747
H: -10.13240 -4.67179 1.55520
H: -9.49381 -6.04642 0.81946
H: -7.90762 -6.41644 2.59385
H: -8.58136 -5.16136 3.65382
H: -7.90224 -4.63222 2.13072
C: -2.73785 12.07972 1.43852
C: -1.24548 12.21847 1.13886
N: -0.34171 11.31017 1.84794
C: 0.99213 11.97654 1.95391
C: 0.92763 13.07794 2.98633
C: -0.35055 9.99075 1.17945
C: 0.62019 8.95588 1.71252
H: -2.84507 12.34150 2.49116
H: -3.14330 11.07066 1.36435
H: -3.37677 12.82260 0.96103
H: -1.16640 11.89402 0.10128
H: -1.07170 13.29348 1.09125
H: 1.18436 12.48803 1.01076
H: 1.81027 11.27226 2.10469
H: 0.02903 13.68929 2.90345
H: 1.74724 13.78678 2.86846
H: 1.20408 12.73846 3.98454
H: -1.37458 9.66449 1.36115
H: -0.28162 10.05275 0.09340
H: 0.33642 7.96817 1.34920
H: 1.66406 9.14202 1.45997
H: 0.69785 8.94745 2.79971
C: 0.13647 -1.89396 0.43304
C: 1.24357 -2.38294 -0.48277
N: 1.81424 -1.47543 -1.55095
C: 2.80085 -2.14964 -2.38154
C: 2.12759 -2.99627 -3.46279
C: 0.77676 -0.63120 -2.08832
C: 1.29530 0.41392 -3.04345
H: 0.36429 -0.86077 0.69519
H: 0.10137 -2.54395 1.30733
H: -0.82007 -2.00917 -0.07672
H: 1.98487 -2.76294 0.22022
H: 0.81782 -3.24336 -0.99902
H: 3.39972 -1.34941 -2.81640
H: 3.29116 -2.82013 -1.67575
H: 2.92913 -3.40014 -4.08126
H: 1.64524 -3.81451 -2.92807
H: 1.53091 -2.34069 -4.09704
H: 0.19330 -0.12878 -1.31679
H: 0.11876 -1.28933 -2.65578
H: 2.05277 0.03952 -3.73204
H: 1.78103 1.23416 -2.51488
H: 0.51187 0.82908 -3.67748

Atoms 1-3, force components in eV/Å:
0.758 -1.786 -0.360
-0.572 -1.496 -1.427
1.492 0.633 2.090

Löwdin population analysis, charges in e, atoms 1 to 5: -0.229, 0.711, -0.256, -0.213, -0.188

Below is a cluster of 11 separate species, C44H110O22 in total in a non-equilibrium geometry, with properties calculated with ωB97M-V/def2-TZVPD.

2S+1 = 2
net charge = +1

CARTESIAN COORDINATES (ANGSTROEM)
C: -4.02269 -4.32386 3.62683
O: -4.64642 -4.67630 4.84084
C: -3.75979 -5.28642 5.78099
C: -4.44493 -5.47167 7.14810
O: -5.66767 -6.19480 7.12626
C: -5.68239 -7.44406 6.37524
H: -3.03026 -3.89301 3.75924
H: -4.57392 -3.61056 3.01409
H: -3.90244 -5.29613 3.14899
H: -2.89936 -4.64809 5.98169
H: -3.32439 -6.23211 5.45819
H: -4.61940 -4.46343 7.52375
H: -3.75928 -5.93069 7.86033
H: -5.11153 -8.31959 6.68458
H: -5.64927 -7.25647 5.30202
H: -6.70743 -7.74637 6.58971
C: -3.50648 -1.70019 -7.45401
O: -2.39556 -2.56809 -7.12776
C: -1.94591 -2.35369 -5.81994
C: -0.60297 -3.08337 -5.58137
O: -0.16900 -2.73094 -4.25693
C: 1.03621 -3.38732 -3.96318
H: -3.20189 -0.69725 -7.75307
H: -4.10873 -1.61936 -6.54910
H: -4.14496 -2.15548 -8.21108
H: -2.71220 -2.58366 -5.07967
H: -1.74460 -1.29982 -5.62776
H: 0.14885 -2.93317 -6.35617
H: -0.76485 -4.16111 -5.60067
H: 1.80019 -3.15104 -4.70386
H: 0.87850 -4.46562 -3.94094
H: 1.44662 -3.16601 -2.97794
C: -0.62803 -6.49026 4.03543
O: -1.13069 -5.59818 3.04932
C: -0.30530 -5.24321 1.98240
C: -1.08475 -4.62945 0.80300
O: -1.74621 -5.65112 0.08680
C: -2.44839 -5.28812 -1.12509
H: 0.22021 -6.10536 4.60150
H: -0.40033 -7.46978 3.61495
H: -1.48876 -6.60892 4.69358
H: 0.19796 -6.10848 1.55095
H: 0.43277 -4.50494 2.29594
H: -0.39408 -4.07866 0.16449
H: -1.81452 -3.88966 1.13201
H: -1.96141 -4.53831 -1.74857
H: -3.46428 -4.92794 -0.96274
H: -2.53866 -6.19236 -1.72701
C: 0.55113 4.74043 -4.12061
O: 0.31579 5.95444 -3.49776
C: 1.41228 6.85032 -3.56218
C: 2.66509 6.29526 -2.83350
O: 2.28922 5.81642 -1.59115
C: 3.31404 5.86460 -0.55544
H: 1.38489 4.13081 -3.77233
H: 0.76754 4.92459 -5.17292
H: -0.29530 4.05367 -4.12471
H: 1.15235 7.75613 -3.01442
H: 1.66021 7.15359 -4.57936
H: 3.37521 7.11289 -2.70978
H: 3.19845 5.54578 -3.41823
H: 3.70251 6.85411 -0.31450
H: 4.16658 5.27270 -0.88850
H: 2.95384 5.48130 0.39925
C: 0.51764 0.75091 -2.27950
O: -0.04643 0.33459 -1.05773
C: 0.45774 -0.94213 -0.53826
C: 0.03433 -1.04512 0.94385
O: -1.32467 -1.19737 1.13739
C: -1.67681 -1.29437 2.48966
H: 1.55748 0.99658 -2.06390
H: 0.06434 1.61115 -2.77205
H: 0.48582 -0.02853 -3.04078
H: 1.54459 -0.89197 -0.60428
H: 0.08233 -1.76338 -1.14878
H: 0.36715 -0.14405 1.45903
H: 0.68266 -1.87153 1.23506
H: -1.20937 -2.13428 3.00361
H: -2.74571 -1.45132 2.63434
H: -1.28856 -0.45003 3.05927
C: -0.64048 4.26451 -0.60045
O: -0.98465 4.03213 0.71823
C: -1.26122 2.68552 1.16941
C: -2.60130 2.12750 0.83056
O: -3.72326 2.77592 1.40210
C: -3.83073 2.51579 2.82043
H: -0.69450 5.33495 -0.79882
H: -1.28379 3.71097 -1.28444
H: 0.40833 4.10191 -0.84874
H: -1.20796 2.73494 2.25698
H: -0.46267 1.99110 0.90822
H: -2.61615 1.04737 0.97612
H: -2.75372 2.31883 -0.23164
H: -3.78915 1.48300 3.16643
H: -4.82776 2.80637 3.15149
H: -3.07441 3.10588 3.33800
C: 3.21522 -0.18760 -5.01645
O: 4.40438 0.62761 -5.39135
C: 3.98775 1.83556 -5.95103
C: 5.19839 2.77518 -6.24445
O: 5.64936 3.35013 -5.03819
C: 6.58196 2.62834 -4.26142
H: 3.51808 -1.19131 -4.71822
H: 2.54442 -0.26509 -5.87209
H: 2.85648 0.23924 -4.07985
H: 3.35699 2.34247 -5.22076
H: 3.36648 1.78996 -6.84547
H: 4.79373 3.66267 -6.73098
H: 6.00174 2.32026 -6.82391
H: 7.44516 2.37163 -4.87549
H: 6.22580 1.69574 -3.82380
H: 6.95878 3.31040 -3.49926
C: 4.40678 2.22154 -0.34685
O: 5.40013 1.57794 0.48085
C: 6.44094 0.96819 -0.32452
C: 7.47533 1.99210 -0.74034
O: 8.63242 1.38420 -1.28424
C: 9.56669 2.40354 -1.44908
H: 3.82634 1.50108 -0.92315
H: 4.86002 2.99690 -0.96450
H: 3.69307 2.67429 0.34144
H: 6.14429 0.26987 -1.10711
H: 7.03994 0.38600 0.37574
H: 7.69273 2.49704 0.20088
H: 7.11614 2.79237 -1.38737
H: 9.78612 3.01319 -0.57257
H: 9.35974 3.14507 -2.22070
H: 10.47715 1.85094 -1.68103
C: -0.83996 2.75917 6.76218
O: -2.07690 2.35130 6.16302
C: -3.00686 1.84914 7.11387
C: -4.28068 1.17121 6.42984
O: -3.80313 -0.07183 5.85434
C: -4.87775 -0.96140 5.49538
H: -0.21965 3.14789 5.95458
H: -0.35527 1.92197 7.26445
H: -0.92254 3.54054 7.51765
H: -3.29615 2.69192 7.74167
H: -2.52657 1.16967 7.81796
H: -4.72211 1.89627 5.74607
H: -4.93132 0.92764 7.26975
H: -4.51601 -1.70013 4.78018
H: -5.70854 -0.36595 5.11682
H: -5.24410 -1.44606 6.40037
C: -2.99387 -0.03029 -2.65730
O: -2.63950 0.29757 -3.98458
C: -2.69514 1.67289 -4.19493
C: -2.86153 2.00877 -5.70057
O: -1.68853 1.67073 -6.47339
C: -1.73247 2.15503 -7.80069
H: -4.04914 0.15265 -2.45473
H: -2.48006 0.46825 -1.83537
H: -2.69807 -1.07189 -2.53208
H: -1.71159 1.94679 -3.81320
H: -3.51687 2.01966 -3.56834
H: -3.10629 3.07092 -5.69692
H: -3.75350 1.59470 -6.17072
H: -0.76683 1.88918 -8.23074
H: -1.81128 3.24217 -7.80137
H: -2.49514 1.68563 -8.42207
C: 3.06648 0.46067 3.13880
O: 2.41423 -0.36415 4.10462
C: 1.21070 0.23440 4.58562
C: 0.54069 -0.73063 5.57398
O: 0.35504 -2.05578 4.99289
C: -0.43729 -2.81936 5.90904
H: 3.78883 -0.16146 2.61034
H: 3.60666 1.25350 3.65624
H: 2.42725 1.06093 2.49137
H: 0.55130 0.48781 3.75551
H: 1.40038 1.20879 5.03581
H: -0.36130 -0.24092 5.94100
H: 1.19533 -0.81831 6.44107
H: -0.46767 -3.86235 5.59385
H: -1.48382 -2.51778 5.86520
H: 0.06834 -2.91729 6.86969

Atoms 1-3, force components in eV/Å:
0.612 -1.152 0.025
-0.075 0.523 1.247
-0.392 0.138 0.535

Löwdin population analysis, charges in e, atoms 1 to 5: -0.114, -0.175, -0.210, -0.191, -0.176

The energy above the lowest of the compared OMol25 structures with the same formula, charge and spin results, record by record, are as follows: 169.2 0.0 kcal/mol.